{"formula": "H80O40", "method": "ωB97M-V with the def2-TZVPD basis set", "symbols": ["H", "H", "O", "H", "H", "O", "H", "H", "O", "H", "H", "O", "H", "H", "O", "H", "O", "H", "O", "H", "H", "O", "H", "H", "O", "H", "H", "O", "H", "H", "O", "H", "O", "H", "H", "O", "H", "H", "O", "H", "H", "O", "H", "H", "O", "H", "H", "O", "H", "H", "O", "H", "O", "H", "H", "O", "H", "O", "H", "H", "O", "H", "H", "O", "H", "H", "O", "H", "H", "O", "H", "H", "O", "H", "H", "O", "H", "H", "O", "H", "H", "O", "H", "H", "O", "H", "H", "O", "H", "O", "H", "H", "O", "H", "H", "H", "H", "H", "H", "O", "H", "H", "O", "H", "H", "O", "H", "H", "O", "H", "H", "O", "H", "H", "O", "H", "H", "O", "H", "H"], "positions_angstrom": [[-2.122, -3.873, -2.760], [-1.902, -3.494, -4.260], [-1.638, -3.302, -3.364], [0.808, 1.048, 4.475], [0.127, 0.384, 5.574], [0.394, 1.260, 5.327], [-3.654, -1.029, 5.041], [-2.855, -1.426, 3.708], [-2.881, -1.439, 4.658], [3.352, 3.606, -3.695], [2.312, 4.609, -3.549], [2.417, 3.650, -3.470], [3.974, -0.205, -4.899], [3.505, 0.996, -4.279], [3.666, 0.669, -5.172], [-1.035, -3.255, -0.552], [-0.110, -3.488, -0.608], [-2.898, -4.926, 2.917], [-3.539, -4.868, 2.197], [-0.577, 5.640, -2.588], [-0.588, 5.822, -1.084], [-0.089, 6.038, -1.862], [-4.627, -0.424, 2.740], [-5.170, -1.229, 3.926], [-5.238, -1.134, 2.983], [6.270, 1.274, 2.181], [5.600, 0.315, 1.198], [6.025, 1.167, 1.258], [-5.973, 0.660, -2.627], [-4.722, 1.694, -2.515], [-5.209, 0.957, -2.144], [-0.571, -3.529, 3.330], [-1.050, -4.245, 3.759], [-4.084, -2.835, -3.360], [-5.191, -3.586, -2.400], [-4.819, -2.828, -2.839], [-1.673, 2.279, 3.672], [-1.977, 3.161, 2.438], [-1.806, 2.263, 2.729], [-2.772, 4.447, 1.068], [-3.908, 3.519, 1.691], [-3.526, 3.890, 0.890], [-1.062, -0.950, 0.090], [-2.106, -1.896, 0.799], [-1.328, -1.349, 0.915], [3.470, 1.261, 4.478], [3.199, 1.654, 3.016], [2.778, 1.596, 3.900], [2.113, -5.286, 1.588], [3.042, -5.759, 0.597], [2.987, -5.705, 1.559], [0.025, 0.008, -3.865], [0.075, -0.960, -3.881], [-5.787, 2.841, -0.914], [-5.438, 3.760, 0.169], [-5.739, 3.796, -0.767], [0.405, 3.763, 3.139], [0.931, 4.297, 3.765], [2.521, -2.367, 5.160], [2.292, -3.303, 4.337], [1.686, -2.628, 4.713], [2.871, 0.236, 1.095], [3.499, 1.607, 0.772], [2.835, 1.179, 1.344], [-3.104, -0.423, -2.591], [-3.340, 0.929, -1.920], [-2.727, 0.456, -2.511], [2.696, -2.205, -4.223], [2.117, -0.842, -3.956], [2.921, -1.359, -3.824], [0.978, 2.474, -3.746], [-0.337, 2.412, -3.243], [0.132, 2.070, -4.032], [1.566, 2.297, 1.256], [0.026, 2.042, 1.431], [0.675, 2.670, 1.090], [4.622, -4.388, 0.526], [5.559, -3.342, 1.046], [4.954, -3.505, 0.314], [4.459, -0.070, -1.239], [4.616, -1.588, -0.719], [4.251, -0.711, -0.551], [-0.670, 4.971, 0.986], [-0.502, 5.459, 2.368], [-1.041, 5.628, 1.590], [-3.230, -0.823, -0.301], [-4.208, -1.689, -1.054], [-3.269, -1.647, -0.833], [1.459, -2.549, 0.900], [1.631, -1.750, 1.421], [3.761, -2.405, 1.535], [4.258, -1.036, 1.241], [4.275, -1.703, 1.934], [-0.742, -1.428, -3.734], [0.146, -2.806, -1.251], [1.336, 3.581, 4.280], [-3.614, -3.956, 1.914], [-1.531, -3.816, 4.475], [0.813, -1.592, 1.899], [-2.108, 4.168, -3.942], [-1.764, 3.292, -3.956], [-1.737, 4.854, -4.445], [-3.188, 0.827, 1.031], [-3.272, 1.573, 0.433], [-2.439, 0.957, 1.650], [2.549, -3.852, -0.784], [2.973, -3.035, -0.507], [3.308, -4.410, -0.973], [-0.251, 3.175, -1.361], [-1.068, 3.287, -0.866], [0.369, 3.031, -0.605], [0.802, 0.354, -1.735], [0.972, -0.583, -1.785], [1.241, 0.850, -2.410], [0.898, -4.602, -3.022], [0.392, -4.681, -2.197], [0.235, -4.393, -3.672], [2.776, 1.788, -1.307], [2.493, 1.353, -0.488], [2.369, 2.663, -1.287]], "multiplicity": 1, "max_force_ev_per_a": 4.9, "total_charge": 0, "lumo_ev": -0.43, "homo_ha": -0.371, "homo_lumo_gap_ev": 9.66, "e_tot_ev": -83197.8761}


{"formula": "H80O40", "method": "ωB97M-V with the def2-TZVPD basis set", "symbols": ["H", "H", "O", "H", "H", "O", "H", "H", "O", "H", "H", "O", "H", "H", "O", "H", "O", "H", "O", "H", "H", "O", "H", "H", "O", "H", "H", "O", "H", "H", "O", "H", "O", "H", "H", "O", "H", "H", "O", "H", "H", "O", "H", "H", "O", "H", "H", "O", "H", "H", "O", "H", "O", "H", "H", "O", "H", "O", "H", "H", "O", "H", "H", "O", "H", "H", "O", "H", "H", "O", "H", "H", "O", "H", "H", "O", "H", "H", "O", "H", "H", "O", "H", "H", "O", "H", "H", "O", "H", "O", "H", "H", "O", "H", "H", "H", "H", "H", "H", "O", "H", "H", "O", "H", "H", "O", "H", "H", "O", "H", "H", "O", "H", "H", "O", "H", "H", "O", "H", "H"], "positions_angstrom": [[-0.150, 4.076, 1.843], [-0.601, 2.710, 1.626], [-0.844, 3.485, 2.114], [3.413, 1.421, -5.347], [3.030, 2.700, -4.868], [3.807, 2.298, -5.213], [-4.799, 0.636, 1.572], [-3.707, 1.276, 0.638], [-4.164, 0.443, 0.782], [-1.284, 1.846, 3.748], [-2.622, 1.226, 3.494], [-1.860, 1.587, 3.043], [-0.231, 0.889, -3.515], [-0.516, -0.348, -2.741], [-0.051, -0.068, -3.555], [0.251, 0.421, -5.829], [1.202, 0.209, -5.860], [0.894, -1.249, 0.818], [0.105, -1.713, 1.040], [2.698, 0.507, 5.808], [3.295, -0.312, 4.494], [2.942, 0.486, 4.886], [4.386, 2.627, 3.116], [4.727, 2.213, 4.480], [4.359, 2.930, 4.015], [1.182, -4.745, -0.971], [-0.354, -4.859, -0.638], [0.464, -4.303, -0.567], [3.180, -3.567, 0.922], [2.714, -4.349, 2.178], [2.930, -4.523, 1.233], [0.654, 2.715, 4.610], [-0.253, 2.908, 4.934], [3.454, -1.993, 2.827], [3.319, -3.243, 3.844], [2.840, -2.512, 3.433], [-2.314, 2.096, -5.241], [-1.238, 2.557, -4.320], [-1.658, 2.831, -5.144], [2.307, 2.348, 0.173], [1.571, 2.712, 1.697], [2.198, 2.317, 1.127], [4.025, 2.817, 0.739], [5.595, 3.632, 0.418], [4.867, 3.209, 0.783], [-3.100, -5.573, -1.063], [-3.385, -5.730, 0.495], [-3.125, -5.164, -0.215], [2.557, 0.215, -0.849], [1.089, -0.126, -1.425], [1.626, 0.652, -1.110], [-4.589, -2.110, 1.532], [-5.459, -1.800, 1.331], [6.840, 1.368, 0.233], [7.054, 0.317, -0.746], [6.458, 0.535, -0.056], [-3.282, 3.842, -2.226], [-3.378, 3.326, -1.461], [-1.850, -1.351, 3.390], [-1.658, -0.799, 2.079], [-2.298, -1.442, 2.559], [-0.070, 1.423, -0.535], [-0.669, 2.889, -0.479], [-0.807, 2.000, -0.725], [-3.832, -2.265, -1.432], [-4.749, -1.036, -1.204], [-4.249, -1.543, -1.915], [-1.868, 0.064, -1.238], [-1.396, -1.347, -1.626], [-1.301, -0.706, -0.934], [4.920, -0.944, 0.778], [5.807, -1.737, 1.562], [4.940, -1.862, 1.160], [-0.293, -2.113, -3.800], [0.614, -3.270, -4.071], [-0.065, -2.742, -4.493], [-1.531, -1.018, 5.512], [-1.140, -2.250, 6.315], [-1.885, -1.687, 6.098], [-0.198, 0.783, 4.909], [0.432, -0.591, 5.251], [0.036, 0.221, 5.658], [3.315, 0.758, 1.156], [2.764, 0.412, 2.432], [3.125, -0.091, 1.641], [2.321, -2.554, -0.131], [2.839, -2.793, -1.543], [2.267, -2.194, -1.010], [0.400, -2.846, 3.751], [0.772, -3.736, 3.870], [-2.198, -3.665, -4.191], [-3.017, -4.577, -3.381], [-2.131, -4.253, -3.455], [-5.254, -1.420, 0.481], [0.987, -0.507, -5.214], [-2.821, 2.572, -1.387], [0.322, -2.665, 0.704], [-0.485, 3.647, 4.409], [0.716, -3.831, 4.843], [-5.033, -0.068, 3.237], [-5.844, -0.541, 2.931], [-4.364, -0.764, 3.120], [-5.810, 1.236, -2.060], [-5.506, 1.942, -2.596], [-5.227, 1.224, -1.302], [-2.201, -2.105, -5.978], [-1.451, -2.554, -5.530], [-2.665, -1.901, -5.156], [1.029, 3.429, -2.743], [1.553, 3.434, -3.523], [0.742, 4.199, -2.249], [-0.838, 5.415, -1.569], [-1.684, 5.442, -2.034], [-0.746, 6.336, -1.196], [3.059, 2.810, -1.347], [2.139, 2.790, -1.739], [3.590, 2.411, -2.011], [-3.238, 0.265, -3.847], [-3.301, -0.234, -3.044], [-4.083, 0.204, -4.226]], "multiplicity": 1, "max_force_ev_per_a": 3.9, "total_charge": 0, "lumo_ev": -0.44, "homo_ha": -0.393, "homo_lumo_gap_ev": 10.26, "e_tot_ev": -83195.4508}


{"formula": "H80O40", "method": "ωB97M-V with the def2-TZVPD basis set", "symbols": ["H", "H", "O", "H", "H", "O", "H", "H", "O", "H", "H", "O", "H", "H", "O", "H", "O", "H", "O", "H", "H", "O", "H", "H", "O", "H", "H", "O", "H", "H", "O", "H", "O", "H", "H", "O", "H", "H", "O", "H", "H", "O", "H", "H", "O", "H", "H", "O", "H", "H", "O", "H", "O", "H", "H", "O", "H", "O", "H", "H", "O", "H", "H", "O", "H", "H", "O", "H", "H", "O", "H", "H", "O", "H", "H", "O", "H", "H", "O", "H", "H", "O", "H", "H", "O", "H", "H", "O", "H", "O", "H", "H", "O", "H", "H", "H", "H", "H", "H", "O", "H", "H", "O", "H", "H", "O", "H", "H", "O", "H", "H", "O", "H", "H", "O", "H", "H", "O", "H", "H"], "positions_angstrom": [[0.863, 3.848, 0.347], [1.955, 4.883, 0.843], [1.798, 4.176, 0.116], [-0.464, -1.060, -5.538], [0.789, -1.708, -4.968], [0.354, -0.939, -5.147], [-1.870, 3.147, 1.494], [-2.183, 2.237, 0.302], [-1.556, 2.874, 0.670], [0.826, 3.173, 5.545], [0.422, 2.203, 4.370], [0.392, 3.065, 4.704], [-5.673, 1.676, 3.314], [-4.931, 2.234, 2.224], [-5.717, 1.641, 2.417], [1.111, -2.817, -3.188], [1.089, -2.497, -2.142], [3.100, 0.613, 2.967], [2.295, 0.456, 2.444], [0.436, -4.294, -0.770], [0.083, -3.215, 0.351], [-0.225, -4.012, -0.130], [5.558, 1.104, -0.539], [4.613, 0.079, -1.062], [5.482, 0.480, -1.113], [2.716, 3.058, 4.516], [1.969, 1.733, 4.403], [2.759, 2.115, 4.564], [-2.135, -0.816, -2.510], [-3.140, -1.945, -2.558], [-2.420, -1.681, -1.935], [0.015, 1.069, -1.590], [-0.279, 1.139, -0.672], [1.555, 0.163, -2.689], [2.549, 1.231, -2.318], [1.942, 1.002, -2.940], [-2.560, -5.871, -2.082], [-1.779, -6.122, -1.103], [-1.619, -6.177, -2.016], [-4.189, 3.347, -3.895], [-4.111, 2.622, -2.567], [-3.811, 3.336, -3.036], [-0.810, 3.672, -2.886], [-2.159, 3.241, -3.321], [-1.219, 2.946, -3.135], [-0.360, -0.818, 3.776], [1.247, -1.578, 3.824], [0.493, -1.160, 4.244], [4.940, -1.459, 0.815], [5.615, -1.679, -0.575], [4.872, -1.859, 0.067], [-1.284, -0.764, -0.221], [-1.280, -1.340, 0.564], [3.568, -1.761, 2.540], [4.850, -1.589, 3.553], [4.491, -1.549, 2.641], [-4.248, -4.241, 0.271], [-4.575, -5.017, 0.711], [-2.529, 4.060, -1.320], [-4.095, 4.522, -1.045], [-3.140, 4.749, -0.853], [1.005, 0.009, -0.020], [1.683, -1.126, -0.859], [1.657, -0.638, -0.025], [-4.240, 0.837, 4.224], [-3.368, 0.278, 5.449], [-3.649, 1.155, 4.898], [-2.916, -1.362, 2.275], [-1.520, -2.044, 2.865], [-2.479, -1.616, 3.242], [-1.994, 5.589, 0.911], [-2.210, 4.968, 2.260], [-1.622, 5.521, 1.856], [-2.013, -0.358, -5.745], [-2.575, 0.925, -6.338], [-2.508, -0.030, -6.506], [4.425, 0.406, -4.040], [5.293, 0.124, -2.750], [4.954, -0.132, -3.501], [3.128, 5.485, -2.230], [3.702, 4.164, -2.614], [2.810, 4.615, -2.510], [-1.571, -4.821, -3.127], [-2.401, -4.514, -4.422], [-1.685, -4.238, -3.885], [2.718, 3.865, 2.000], [3.990, 4.507, 2.776], [3.041, 4.643, 2.472], [1.255, -2.550, 1.899], [2.012, -2.962, 2.052], [-1.066, 1.186, -3.228], [-0.391, 0.005, -3.811], [-1.261, 0.296, -3.469], [-2.113, -0.998, 0.848], [0.204, -2.570, -1.704], [-4.098, -5.202, 1.498], [2.751, 0.506, 1.475], [-0.188, 2.255, -0.636], [2.670, -2.652, 1.428], [2.627, -5.888, 2.482], [1.803, -5.929, 2.118], [2.641, -4.933, 2.498], [-1.008, -4.949, 2.031], [-0.011, -4.623, 1.686], [-1.151, -5.148, 1.070], [4.978, 1.162, 1.650], [4.600, 1.485, 2.516], [5.113, 0.347, 1.724], [1.767, -3.155, -4.420], [1.654, -4.061, -4.835], [2.718, -3.333, -4.296], [-4.192, 3.983, 2.046], [-4.216, 4.574, 1.315], [-4.212, 4.500, 2.834], [-4.254, -1.844, 0.387], [-5.012, -1.940, -0.319], [-3.765, -1.057, -0.060], [-0.826, 1.235, 2.235], [-1.141, 0.863, 3.068], [0.074, 1.254, 2.529]], "multiplicity": 1, "max_force_ev_per_a": 12.1, "total_charge": 0, "lumo_ev": -0.76, "homo_ha": -0.389, "homo_lumo_gap_ev": 9.83, "e_tot_ev": -83189.8033}


{"formula": "H80O40", "method": "ωB97M-V with the def2-TZVPD basis set", "symbols": ["H", "H", "O", "H", "H", "O", "H", "H", "O", "H", "H", "O", "H", "H", "O", "H", "O", "H", "O", "H", "H", "O", "H", "H", "O", "H", "H", "O", "H", "H", "O", "H", "O", "H", "H", "O", "H", "H", "O", "H", "H", "O", "H", "H", "O", "H", "H", "O", "H", "H", "O", "H", "O", "H", "H", "O", "H", "O", "H", "H", "O", "H", "H", "O", "H", "H", "O", "H", "H", "O", "H", "H", "O", "H", "H", "O", "H", "H", "O", "H", "H", "O", "H", "H", "O", "H", "H", "O", "H", "O", "H", "H", "O", "H", "H", "H", "H", "H", "H", "O", "H", "H", "O", "H", "H", "O", "H", "H", "O", "H", "H", "O", "H", "H", "O", "H", "H", "O", "H", "H"], "positions_angstrom": [[0.270, -1.300, 1.001], [-1.130, -1.401, 0.649], [-0.392, -0.762, 0.550], [3.270, 1.881, 3.299], [4.712, 2.122, 3.353], [3.897, 2.229, 3.936], [-3.553, 1.025, -4.029], [-4.844, 0.835, -4.714], [-4.484, 1.331, -3.980], [-0.298, 5.850, -0.434], [-1.201, 6.085, -1.622], [-0.261, 6.090, -1.355], [0.956, -6.561, -0.422], [1.772, -5.364, 0.133], [1.365, -6.167, 0.338], [-2.093, 1.123, 3.729], [-2.418, 0.238, 3.553], [1.645, 0.798, -5.494], [1.766, 0.922, -4.588], [4.284, 5.030, 0.060], [3.160, 5.871, 1.052], [4.023, 5.592, 0.777], [2.367, -3.792, -1.822], [2.932, -5.206, -2.177], [2.627, -4.647, -1.447], [-0.480, 0.862, 1.560], [-0.101, 0.987, 2.915], [0.032, 1.457, 2.055], [1.410, 3.699, -2.432], [2.482, 2.803, -1.861], [2.382, 3.606, -2.394], [-3.481, 3.577, -3.509], [-3.071, 4.218, -2.912], [-2.688, -0.961, 4.757], [-3.981, -1.615, 5.018], [-3.143, -1.476, 5.459], [-1.144, -4.884, -3.623], [-0.825, -3.580, -3.117], [-1.089, -4.453, -2.744], [-4.721, 0.688, 0.377], [-4.553, -0.526, -0.585], [-5.030, -0.142, 0.123], [5.642, 2.451, -3.076], [5.248, 2.877, -1.874], [4.975, 2.133, -2.437], [-1.952, -2.774, 3.049], [-1.890, -3.559, 1.769], [-1.799, -2.647, 2.101], [-2.178, 0.943, -0.601], [-0.861, 1.246, -1.208], [-1.705, 1.676, -1.041], [-3.490, -3.774, -1.122], [-3.241, -3.217, -0.376], [-2.600, -2.475, -4.368], [-3.351, -3.814, -4.460], [-3.468, -2.892, -4.250], [1.503, 2.120, 4.460], [1.463, 1.564, 5.291], [-5.583, -0.151, 1.805], [-5.316, -1.387, 2.666], [-5.407, -0.407, 2.729], [2.409, -1.747, -0.659], [1.728, -3.042, -0.490], [1.609, -2.136, -0.308], [5.476, -2.736, 2.963], [4.035, -2.377, 3.272], [4.950, -2.190, 3.578], [2.049, -1.444, 3.540], [1.493, 0.150, 3.423], [1.540, -0.767, 3.077], [3.338, -1.416, 1.149], [2.365, -2.431, 1.502], [3.303, -2.365, 1.413], [-5.636, -2.390, -1.881], [-5.692, -0.915, -2.574], [-5.152, -1.623, -2.194], [5.932, 2.840, -0.110], [5.196, 3.035, 1.313], [5.553, 2.438, 0.666], [-4.487, 2.311, 0.303], [-4.458, 2.312, 1.868], [-3.962, 2.507, 1.087], [-0.781, -0.548, -1.585], [0.082, 0.515, -2.141], [-0.106, -0.427, -2.250], [0.450, 5.413, 3.409], [0.450, 3.815, 3.027], [-0.001, 4.576, 3.375], [5.745, -1.017, 1.794], [5.332, -0.181, 2.030], [-4.442, -3.666, 1.225], [-3.813, -2.342, 1.687], [-4.604, -2.883, 1.754], [-2.375, -2.830, -0.444], [-3.291, 0.343, 3.194], [2.197, 0.956, 5.130], [1.892, 0.135, -4.045], [-2.130, 4.303, -2.923], [5.650, 0.363, 1.287], [2.969, -1.779, -2.728], [3.717, -2.346, -2.829], [3.306, -0.999, -2.271], [-0.879, -1.876, -4.374], [-0.266, -1.293, -3.874], [-1.528, -1.967, -3.668], [1.169, 1.639, -0.637], [1.265, 2.146, 0.167], [1.511, 0.781, -0.360], [0.700, -4.596, 2.692], [0.767, -5.043, 1.852], [0.382, -3.705, 2.516], [3.181, 0.789, -2.515], [2.968, 1.483, -3.157], [4.076, 0.554, -2.778], [-1.089, 1.313, -5.233], [-0.635, 1.314, -4.376], [-0.819, 0.495, -5.647], [-2.030, 3.756, 2.149], [-1.794, 2.969, 1.656], [-2.570, 4.415, 1.727]], "multiplicity": 1, "max_force_ev_per_a": 4.1, "total_charge": 0, "lumo_ev": -0.83, "homo_ha": -0.365, "homo_lumo_gap_ev": 9.10, "e_tot_ev": -83194.5818}